Entry 1:
ORCA calculation (ωB97M-V/def2-TZVPD) on a cluster of 2 separate species, C2H3OPS in total.

## Properties
Energy relative to the best compared isomer or geometry (same formula, charge and spin) ... 3.0 kcal per mole
Charge ... 0
Spin multiplicity ... 3
HOMO-LUMO gap (alpha / beta) ... 8.262 / 7.949 eV

Structure (XYZ):
```
8
Properties=species:S:1:pos:R:3:lowdin_spin:R:1
C -1.5543 -1.0279 -0.1307 0.009
C -1.0218 0.1500 -0.0393 0.029
O -1.9889 -2.0834 -0.2041 0.004
P 2.1757 0.2963 -1.2542 1.537
S 1.9064 1.3660 0.4139 0.354
H -1.1612 0.8686 -0.7858 0.002
H -0.3511 0.2237 0.7229 0.003
H 1.9952 0.2067 1.2773 0.061
```

***

Entry 2:
ORCA calculation (ωB97M-V/def2-TZVPD) on a cluster of 8 separate species, C13H43NO8 in total.

## Properties
Charge ... 0
SMILES ... COC[C@H](C)N.CC(C)O.CC(C)O.CC(C)O.O.O.O.O
HOMO-LUMO gap ... 9.477 eV

Structure (XYZ):
```
65
Properties=species:S:1:pos:R:3:mulliken_charge:R:1
C 18.6201 6.6503 -7.5018 -0.745
O 17.8000 7.2217 -8.5054 -0.314
C 18.4802 7.5377 -9.6869 -0.966
C 17.4864 7.9975 -10.7489 0.293
C 18.2671 8.4907 -11.9765 0.407
N 16.5634 9.0099 -10.2339 -0.540
H 17.9575 6.1438 -6.8049 0.241
H 19.1862 7.4202 -6.9649 0.278
H 19.3293 5.9322 -7.9271 0.320
H 19.2046 8.3557 -9.5277 0.359
H 19.0272 6.6623 -10.0650 0.482
H 16.8834 7.1246 -11.0055 0.305
H 17.8642 9.4402 -12.3230 -0.666
H 18.1023 7.8249 -12.8268 -0.323
H 19.3337 8.5440 -11.7595 0.488
H 15.6734 8.5977 -9.9971 0.247
H 16.8988 9.4725 -9.3996 0.232
C 19.1368 6.3327 -15.3204 -1.227
C 18.8144 6.9530 -16.6569 1.167
C 20.0233 6.9984 -17.5423 -1.541
O 17.7962 6.2167 -17.3391 -0.610
H 20.0156 6.8121 -14.8801 0.341
H 19.4179 5.2870 -15.4854 0.371
H 18.2920 6.3513 -14.6357 0.207
H 18.4348 7.9713 -16.4773 -0.204
H 19.7909 7.1941 -18.5906 0.383
H 20.5101 6.0127 -17.5737 0.357
H 20.7721 7.7149 -17.2044 0.348
H 16.9674 6.3351 -16.8531 0.412
C 19.1870 11.6437 -15.8062 -0.311
C 19.0281 12.5557 -16.9996 0.469
C 19.0944 14.0226 -16.5800 -1.114
O 20.1067 12.2425 -17.8959 -0.556
H 18.9938 10.6111 -16.1283 -0.141
H 18.3760 11.8155 -15.0955 -0.213
H 20.1846 11.6767 -15.3768 0.500
H 18.0602 12.3428 -17.4677 0.189
H 20.0163 14.1956 -16.0247 0.321
H 18.2379 14.2735 -15.9487 0.125
H 19.0633 14.6942 -17.4409 0.398
H 19.9362 12.6780 -18.7360 0.318
C 17.6819 12.4378 -12.3109 -0.557
C 16.4859 13.3399 -12.4388 0.702
C 16.6847 14.7133 -11.8377 -1.635
O 16.1856 13.4893 -13.8586 -0.653
H 17.4347 11.4099 -12.5886 -0.404
H 18.0436 12.4439 -11.2826 0.459
H 18.4812 12.7321 -12.9930 0.244
H 15.6060 12.8567 -12.0054 0.167
H 16.9020 14.6621 -10.7735 0.401
H 15.7667 15.2852 -11.9829 0.429
H 17.5169 15.1978 -12.3535 0.395
H 16.0154 14.4147 -14.0528 0.272
O 14.3616 10.1319 -16.9502 -0.574
H 13.8523 9.9701 -17.7489 0.281
H 15.2785 9.9777 -17.1996 0.285
O 15.4312 6.7704 -15.7708 -0.677
H 15.6489 7.6651 -15.4701 0.389
H 14.7566 6.4581 -15.1636 0.295
O 16.5579 9.2104 -14.7698 -0.281
H 15.8381 9.8186 -14.5250 0.308
H 17.3716 9.6362 -14.4893 0.059
O 14.6547 11.1747 -13.9893 -0.757
H 14.1362 11.0576 -14.7953 0.276
H 15.2028 11.9593 -14.1514 0.488
```

***

Entry 3:
ORCA calculation (ωB97M-V/def2-TZVPD) on a structure of composition C18H27CeN8S2.

## Properties
Energy relative to the best compared isomer or geometry (same formula, charge and spin) ... 0.0 kcal per mole
Charge ... +2
Spin multiplicity ... 2
HOMO-LUMO gap (alpha / beta) ... 8.069 / 8.111 eV

Structure (XYZ):
```
56
Properties=species:S:1:pos:R:3:lowdin_spin:R:1
Ce 0.3532 0.4870 0.4517 1.016
S 0.0515 2.8735 1.7704 -0.006
C -1.4749 2.9092 0.8788 0.000
C -2.4216 3.9177 1.0598 0.000
C -3.5707 3.8875 0.2994 0.000
C -3.7707 2.8588 -0.6220 0.000
C -2.7985 1.8921 -0.7376 0.000
N -1.6733 1.9169 -0.0040 -0.002
H -2.2346 4.7027 1.7778 0.000
H -4.3142 4.6647 0.4149 0.000
H -4.6576 2.8170 -1.2364 0.000
H -2.8988 1.0687 -1.4346 0.000
N 0.6683 0.0949 3.2426 -0.001
N 1.5140 -0.8800 3.7877 0.000
C 1.9883 -1.8891 3.0311 0.000
N 2.6795 -2.8340 3.6630 0.000
S 1.7599 -1.9869 1.3577 -0.002
H 0.9862 1.0195 3.5177 0.000
H -0.2683 -0.0147 3.6256 0.000
H 1.5890 -0.9231 4.7941 0.000
H 2.8184 -2.8407 4.6614 0.000
H 3.0480 -3.6021 3.1279 0.000
C 4.9953 -0.0219 0.9800 0.000
N 3.9977 0.6357 0.1460 0.000
C 3.3731 1.7908 0.7501 0.000
C 3.4332 0.0280 -0.9298 0.000
N 2.1435 0.2240 -1.1876 -0.004
N 4.2102 -0.7596 -1.6941 0.000
C 5.6360 -0.5065 -1.8965 0.000
C 3.6112 -1.6957 -2.6333 0.000
H 4.5901 -0.1435 1.9886 0.000
H 5.9080 0.5716 1.0426 0.000
H 5.2285 -1.0064 0.5893 0.000
H 4.1397 2.4379 1.1769 0.000
H 2.7039 1.5272 1.5937 0.000
H 2.8227 2.3686 0.0087 0.000
H 1.9276 -0.0265 -2.1465 0.000
H 5.9262 0.4226 -1.4170 0.000
H 5.8225 -0.4124 -2.9667 0.000
H 6.2432 -1.3253 -1.5093 0.000
H 3.3748 -1.2205 -3.5897 0.000
H 2.7105 -2.1339 -2.2065 0.000
H 4.3229 -2.4974 -2.8205 0.000
N -1.5038 -1.1558 0.1589 -0.001
C -2.4116 -1.8567 0.0314 0.000
C -3.5282 -2.7131 -0.1165 0.000
C -3.3246 -4.0431 -0.5188 0.000
C -4.4202 -4.8683 -0.6648 0.000
C -5.6995 -4.3814 -0.4139 0.000
C -5.8939 -3.0594 -0.0134 0.000
C -4.8139 -2.2158 0.1375 0.000
H -2.3248 -4.4071 -0.7094 0.000
H -4.2834 -5.8947 -0.9750 0.000
H -6.5535 -5.0338 -0.5306 0.000
H -6.8933 -2.6952 0.1788 0.000
H -4.9502 -1.1889 0.4479 0.000
```

***

Entry 4:
ORCA calculation (ωB97M-V/def2-TZVPD) on a cluster of 2 separate species, C5H14NO2 in total.

## Properties
Energy relative to the best compared isomer or geometry (same formula, charge and spin) ... 60.1 kcal per mole
Charge ... -1
HOMO-LUMO gap ... 6.522 eV

Structure (XYZ):
```
22
Properties=species:S:1:pos:R:3:mulliken_charge:R:1
C -0.4003 0.6209 -0.5466 -0.580
N -1.1643 -0.5279 -0.1035 -0.458
C -1.3997 -1.8494 -1.0108 -0.426
O -0.7767 -2.7451 -0.3388 -0.861
C -0.3440 1.7854 0.5346 -0.738
C 0.3787 2.9211 -0.0629 -0.213
C 1.9034 2.7593 0.3315 -1.207
H 0.5678 0.2945 -0.7540 0.347
H -0.8426 1.0004 -1.4894 0.320
H -0.8556 -0.8457 0.7035 0.286
H -2.5844 -2.1429 -1.0348 0.134
H -1.2048 -1.5531 -1.9544 0.327
H 0.1143 1.3350 1.3969 0.346
H -1.4880 2.0351 0.7541 0.235
H 0.4086 2.9108 -1.1565 0.247
H -0.0954 3.9648 0.2306 0.321
H 2.0530 1.8130 0.7379 0.400
H 2.2233 3.7162 0.7952 0.267
H 2.4966 2.4546 -0.5405 0.303
H 0.4219 -2.7305 0.8233 0.373
H 1.8031 -2.4847 0.3441 0.283
O 1.3147 -2.6919 1.1381 -0.706
```

***

no.,strongest force on any atom (eV/Å)
1,2.55
2,1.38
3,0.64
4,6.88